# C6H11NO2

A 2-piece molecular cluster, C6H11NO2 overall (wB97M-V/def2-TZVPD, the OMol25 dataset).

ORCA input file:
```
! RIJCOSX wB97M-V def2-TZVPD def2/J DEFGRID3
* xyz 0 1
C 1.4299 -0.1328 0.0973
C 1.8569 0.7566 -1.0504
C -0.7850 -2.0147 0.2990
C -0.2267 0.9969 0.8411
C -1.2902 0.5081 0.1203
N -2.5076 1.1420 -0.1205
C -0.9328 -0.7340 -0.4620
O 2.1972 0.0118 1.2434
O 0.2737 1.9542 1.3645
H 2.0274 0.8976 1.6115
H 1.4691 -1.1837 -0.1613
H -3.3392 0.6651 0.2023
H -2.5305 2.1352 0.0665
H -1.2551 -0.8735 -1.4985
H 2.9251 0.6104 -1.2458
H 1.2970 0.5117 -1.9541
H 1.7035 1.8134 -0.8251
H -0.1147 -2.7167 -0.2038
H -0.4293 -1.8464 1.3157
H -1.7688 -2.5013 0.3599
*
```

Results
- Orbital gap (spin up / spin down): 0.2659 / 0.2660 Eh
- Total energy: -11981.235 eV
- E_HOMO (spin up / spin down): -0.279 / -0.279 Ha
- ΔE to the lowest compared entry with this formula, charge and spin: 485.68 kJ/mol
- LUMO level (spin up / spin down): -0.35 / -0.34 eV